Molecular formula: C10H14N3
Method: DFT, the ωB97M-V functional and the def2-TZVPD basis

The geometry in XYZ format:
```
27
Properties=species:S:1:pos:R:3:forces:R:3:mulliken_charge:R:1
H 0.056273 1.739756 -1.935972 -1.0553 -1.3990 1.1490 0.369
H 0.316372 3.456403 0.206018 -0.0737 0.6320 0.4506 0.488
N 1.143422 -0.737106 -1.632996 0.3824 -1.2580 -1.0056 -0.792
H 1.704894 -0.125780 -1.083197 0.6215 0.7017 0.2234 0.205
H 1.184390 -2.075904 -0.091430 -0.8427 -0.2072 0.3638 0.430
C 0.729833 1.318463 2.929048 -1.2583 0.0767 -1.5609 -0.770
H 1.481534 -0.710987 -2.625167 -0.9035 -0.0278 1.3336 0.315
C 0.703274 2.487798 2.140850 -0.0990 0.9528 1.9952 -0.425
N 0.226092 -2.143216 0.396118 1.4763 -3.2518 -0.0123 0.694
H 1.042306 1.513255 3.939310 -0.0352 -0.8415 0.3223 0.402
H -0.777832 -0.719375 -3.355657 -0.1112 -0.1766 0.0272 0.425
H 0.863714 3.400430 2.689419 0.6352 0.2812 -0.0040 0.363
H 0.203298 -0.831893 2.659475 0.0080 -0.5686 1.2117 0.472
C 0.221123 0.163299 2.296154 2.2873 1.4709 2.6373 -0.595
H -1.474293 -2.105899 -2.487842 0.7751 0.8506 0.5628 0.312
H 0.318023 -4.036361 0.758958 0.1489 0.8223 -0.2275 0.301
H -1.534256 -0.910125 0.613412 0.7672 -1.7722 -1.0061 0.412
N -0.290853 -3.192857 0.804496 0.1796 0.3490 0.1543 -0.751
C -0.107827 1.359330 0.241975 1.1926 3.4889 -0.6434 0.528
C -1.208856 -1.018108 -2.390718 -2.6273 0.2358 -1.1967 -1.415
C 0.281215 2.605596 0.861347 -0.7811 -2.9556 -2.4306 -1.074
C -0.499065 1.065631 -1.164641 1.4652 0.2961 -0.9071 -0.994
C -0.466154 -0.991255 0.254439 -3.3030 4.4678 -1.9421 -0.538
H -1.546516 1.178691 -1.251480 -1.2004 0.6438 -0.3436 0.401
H -2.280056 -0.474868 -2.407679 2.4975 -1.1202 0.4689 0.300
C -0.035234 0.266364 0.988609 0.1327 -2.7329 -0.7771 0.683
C -0.254820 -0.481283 -1.352847 -0.2788 1.0417 1.1569 1.255
```
Positions in Å, forces in eV/Å.

## Properties
Molar mass (g/mol): 176.24
HOMO energy (eV): -12.609
Kohn-Sham gap (eV): 7.04
Multiplicity: 1
Strongest force on any atom (eV Å⁻¹): 5.89
LUMO (Eh): -0.2047
SMILES string: [H]/N=[NH+]/[C@H]1c2ccccc2C[C@@]1(C)N
Total charge: +1


Molecular formula: C24H56O12S8
Method: DFT, the ωB97M-V functional and the def2-TZVPD basis

The geometry in XYZ format:
```
100
Properties=species:S:1:pos:R:3:forces:R:3:mulliken_charge:R:1
S 12.032067 14.298940 9.048703 1.3006 -0.1629 1.2405 1.021
H 8.974185 11.818014 19.591169 0.1554 0.1869 -0.0669 0.405
H 7.831432 9.100777 11.439820 -0.1159 -0.1960 0.3510 0.347
C 12.651573 7.890035 15.714959 1.3721 -0.0330 0.8321 -0.905
H 19.223021 13.716931 12.555477 -0.4759 0.4075 -0.8645 0.328
H 13.144750 6.965778 16.036575 0.0931 0.2010 -0.2408 0.442
C 15.112325 10.825534 20.315785 0.2887 0.0742 1.1798 -0.706
S 7.586715 10.651018 16.487046 1.5111 -0.1445 1.4988 1.147
H 15.431797 13.503316 8.212120 1.5262 -1.1284 -0.4018 0.524
S 13.694576 13.113775 20.163157 2.4299 -0.8163 0.9420 1.173
O 6.267726 10.792806 15.972750 -0.8348 0.2379 -0.6113 -0.697
H 11.384040 16.314392 14.329764 0.9817 -0.1660 -0.1982 0.299
H 15.661715 13.431497 21.512574 -0.1166 -0.3602 -0.0563 0.340
H 8.269574 11.515078 11.652485 0.2749 -0.7509 0.5076 0.487
H 11.874755 14.079252 15.528125 -0.0189 0.1327 0.4643 0.240
H 11.926455 8.135100 16.461733 -0.6857 0.2740 0.3041 0.265
H 9.151418 7.334709 12.747800 0.7232 0.8393 -0.2975 0.452
H 9.679730 17.173248 11.968629 0.1667 -0.5673 0.0684 0.464
C 13.918897 12.557576 12.919740 -1.5312 1.9043 0.9000 -0.066
S 10.912646 9.163692 12.452333 0.5067 2.4447 1.3559 0.988
C 8.881177 10.772774 12.223861 0.1436 1.1263 -0.1683 0.251
O 18.322031 13.597896 9.073844 -0.2686 0.2653 -0.2847 -0.624
C 12.287378 13.257023 14.960183 -0.4091 1.4626 -0.9268 -0.150
S 9.531875 15.094341 13.244742 -1.9450 1.4907 0.4943 0.824
H 20.557846 12.963563 9.175663 0.7134 0.0624 -0.8530 0.321
C 8.949561 11.518032 18.543875 0.6103 -1.1006 0.6508 -0.314
H 19.891244 14.854935 11.288304 -0.2661 -0.7813 -0.1064 0.345
H 13.120251 12.800946 12.221908 -0.0529 -0.1875 -0.3237 -0.351
H 15.656114 11.146585 22.426482 1.0121 -0.3177 0.4484 0.431
H 21.037227 12.324985 10.737343 -0.0501 -0.2743 0.1512 0.336
C 8.622248 12.175914 16.195870 -0.5437 -0.5742 -0.8712 0.112
C 14.067163 11.484535 19.377239 -0.9875 0.0200 1.2153 -0.255
C 13.284888 13.364192 8.080747 -0.2397 0.9758 -0.1603 -0.717
O 8.334927 9.434639 16.224489 0.0455 0.3696 -0.7053 -0.621
H 15.689309 9.391158 17.211054 -0.2500 -0.4780 -0.1807 0.291
H 18.138174 14.743183 11.367126 0.5824 -0.4103 0.9213 0.192
H 15.760020 7.855204 16.292455 0.2019 -0.2177 -0.4321 0.427
H 7.452277 9.558410 13.159021 -0.1487 -0.6532 -0.1266 0.417
C 14.836326 11.358394 21.786785 -0.2260 -0.7995 -1.4086 -0.747
O 11.418759 13.364283 9.974570 0.0430 0.1406 -0.1481 -0.440
O 13.267956 10.345524 16.685804 -0.2627 -0.0291 -0.3306 -0.488
H 9.835366 17.107521 14.492287 -0.4352 0.7821 -0.2543 0.514
H 14.174354 13.204091 22.507891 -0.1463 0.7896 -0.0321 0.353
H 14.856892 12.789059 12.497707 1.1833 -0.5757 -0.6388 0.349
H 13.211722 12.312150 8.327287 0.1066 -0.0418 0.3793 0.397
H 13.208495 16.346566 9.508368 -0.1330 -0.2085 -0.1176 0.485
C 19.069315 14.144749 11.533617 0.0178 0.9296 -0.0255 -0.807
H 6.869706 11.384896 18.715252 -0.3423 0.0711 -0.4904 0.362
O 11.704589 8.370393 11.558926 0.3442 -0.6249 0.1350 -0.751
H 12.546266 12.442903 15.581211 0.4723 -0.9913 0.6408 0.267
H 10.114152 10.257407 10.507884 -0.0121 -0.0535 -0.0458 0.382
H 14.622358 8.002273 17.627519 -0.1368 0.0567 0.2224 0.337
C 9.377622 8.405786 12.938387 -2.6913 0.9186 0.4462 -0.329
H 13.011716 11.079173 19.453535 1.5072 -0.1987 -0.3364 0.127
O 7.989856 15.302613 13.430558 2.9838 -0.4006 -0.2798 -0.724
H 10.866689 11.454868 11.584121 0.1104 -0.3595 0.1255 0.002
S 18.708260 12.879035 10.311987 -0.4226 -0.6728 0.5407 0.619
C 10.218184 10.574988 11.545197 -0.0313 -0.4574 -0.0264 -0.486
H 14.632961 14.970456 7.639865 0.0996 -1.0578 0.6121 0.280
S 13.828020 9.311720 15.755884 0.2731 -0.6594 0.4844 0.515
H 11.083554 16.094001 11.623520 -0.2856 -0.2277 -0.0804 -0.060
H 20.235825 11.196551 9.531893 0.1379 0.7617 0.1748 0.277
H 14.633282 13.915770 10.511053 0.5220 0.0070 0.0105 -0.227
O 11.195512 15.138710 8.241155 -0.0470 0.0458 -0.2875 -0.689
O 14.300080 14.240173 19.502708 -0.7497 0.2372 -0.7698 -0.686
C 14.587620 14.090760 8.357140 -0.4295 2.9647 0.4590 -0.847
H 13.718003 11.596128 13.377017 0.4630 -0.1082 0.1656 0.175
H 9.870368 10.945605 18.347391 -0.4360 -0.2763 0.1448 0.074
C 14.629251 14.744125 9.793060 -0.7470 -1.7834 -0.2980 -0.206
H 9.091953 11.216529 13.202353 -0.1715 0.0698 0.0026 -0.489
H 7.493691 9.772885 18.710138 0.4636 -0.2980 -0.1371 0.443
C 13.263892 15.360086 9.986940 -0.4153 0.9858 -0.8239 0.075
H 12.990897 15.506720 11.029772 -0.2163 -0.4796 0.0126 -0.383
C 15.112050 8.533161 16.819856 -0.2507 0.8144 -0.0309 -1.140
C 10.003043 16.130553 11.777136 -0.9358 0.1626 0.6684 -0.783
H 11.516253 13.000986 14.227851 0.2936 -0.1964 -0.1366 -0.114
C 7.652348 10.756793 18.287796 -0.1897 0.7881 0.0384 -0.963
H 7.974367 12.853425 15.613895 0.2983 -0.1904 0.2975 0.442
H 13.991443 10.784275 22.267340 0.3233 1.2214 -0.6895 0.293
H 9.489856 11.920640 15.573996 -0.1774 -0.2710 0.2665 -0.356
C 8.232088 9.411308 12.412636 0.6860 -0.2720 -0.6892 -0.929
H 9.205094 8.618060 13.994902 0.9436 -0.5011 0.3151 0.057
H 15.503359 15.386915 9.997593 -0.5898 -0.1668 -0.3758 0.388
C 20.327664 12.230302 9.919937 -0.0686 -0.2732 0.3549 -0.963
S 13.711044 14.003729 14.108779 -0.8775 -0.9544 -0.3424 0.286
H 15.204591 9.720481 20.320387 -0.6595 0.5462 -0.3211 0.340
H 13.114924 13.499519 7.017310 -0.6099 -0.1571 -0.0339 0.379
O 13.131218 15.153273 13.310121 0.4411 -0.7355 0.1984 -0.634
H 12.237468 7.801039 14.742028 -0.3542 0.0164 -0.6383 0.175
O 11.500240 9.763491 13.688969 -0.5964 -1.1705 -1.8580 -0.366
H 10.153157 15.797060 15.555395 0.2120 -0.2937 -0.5577 0.221
C 10.353896 16.176628 14.539699 -1.5275 -0.8444 -0.0591 -1.096
H 9.916097 13.220415 17.652341 -0.3705 -0.1963 -0.2206 0.293
H 16.145614 11.150438 20.099269 -0.4795 0.1888 -0.3668 0.334
C 14.723833 12.883846 21.632440 -1.2061 -1.1658 0.6028 -0.701
H 8.127397 13.406782 17.844739 1.1142 -0.7680 0.0159 0.262
H 9.378506 15.740199 10.952805 0.6796 0.0317 0.2819 0.351
C 8.962676 12.670939 17.592095 -1.1455 2.1644 -0.0135 -0.618
O 12.326391 13.021500 20.569170 -1.0201 0.5622 -0.1683 -0.637
H 14.370557 11.601723 18.349689 -0.0222 0.0491 -0.2124 0.342
```
Positions in Å, forces in eV/Å.

## Properties
Molar mass (g/mol): 793.24
HOMO energy (eV): -8.584
Kohn-Sham gap (eV): 8.66
Multiplicity: 1
Strongest force on any atom (eV Å⁻¹): 3.03
LUMO (Eh): 0.0029


Molecular formula: C4H5NO2
Method: DFT, the ωB97M-V functional and the def2-TZVPD basis

The geometry in XYZ format:
```
12
Properties=species:S:1:pos:R:3:forces:R:3:mulliken_charge:R:1
H -0.806709 -0.911619 -2.663734 0.1037 0.0284 0.0734 0.327
H -0.368193 1.174903 -0.027750 0.0713 0.1257 0.0216 0.159
C -0.196670 -0.705357 -1.763766 0.4240 -0.1256 0.0178 -0.049
N 1.698930 0.128239 1.790733 -0.0319 -0.0593 -0.0465 -0.276
C 0.597234 -0.413619 1.306706 0.0643 0.1950 0.0632 -0.339
H -2.670828 0.547986 -0.213269 0.0191 -0.0125 -0.1452 0.347
O -2.169864 0.387373 -1.027039 -0.1082 0.0313 0.1858 -0.515
H 2.027865 1.061968 1.563469 -0.1059 -0.1102 -0.0114 0.189
H 2.301192 -0.408748 2.396228 -0.1246 0.0619 -0.1430 0.235
O 0.959369 -1.040049 -1.662832 -0.5527 0.1383 -0.0099 -0.442
C -0.916608 -0.002671 -0.656458 0.2083 -0.0849 0.1359 0.621
C -0.420196 0.125173 0.629957 0.0325 -0.1880 -0.1416 -0.258
```
Positions in Å, forces in eV/Å.

## Properties
Molar mass (g/mol): 99.09
HOMO energy (spin up / spin down) (eV): -7.917 / -7.915
Kohn-Sham gap (spin up / spin down) (eV): 7.56 / 7.55
Multiplicity: 1
Strongest force on any atom (eV Å⁻¹): 0.57
LUMO (spin up / spin down) (Eh): -0.0132 / -0.0132


Question: Which value of multiplicity does entry 1 give?
Answer: 1


Question: Which of these has the highest molar mass?
Answer: C24H56O12S8


Question: The highest strongest force on any atom belongs to which entry?
Answer: C10H14N3